Here is a molecular structure, C46H38BCl2F6MoN8O6S2 from the OMol25 dataset. Energies are from the ωB97M-V functional and the def2-TZVPD basis.

Output
2S+1: 3
Orbital gap (alpha / beta) in eV: 5.72 / 5.91
Highest occupied orbital energy (alpha / beta) in eV: -9.98 / -9.98
Net charge: +1

Last column: Löwdin spin population.
Positions of all 110 atoms, in Å:
Mo1 0.0319 0.1288 0.4419  1.754
C1 -1.3710 -3.7427 4.0149  0.003
C2 -1.0948 -2.3385 3.6026  0.017
C3 -1.2799 -1.1766 4.3204  0.007
C4 -0.8875 -0.1225 3.4965  0.013
N1 -0.4787 -0.6531 2.3094  0.000
N2 -0.6085 -2.0059 2.4044  0.009
B1 -0.2407 -2.9299 1.2317  0.002
N3 -1.1166 -2.5958 0.0093  0.009
N4 -0.9519 -1.4059 -0.6287  0.001
C5 -1.7371 -1.4167 -1.7267  0.004
C6 -2.4343 -2.6204 -1.7524  0.004
C7 -2.0247 -3.3320 -0.6405  0.007
C8 -2.4520 -4.6811 -0.1779  0.001
C9 -1.7278 -0.3732 -2.7609  0.000
C10 -1.0493 0.8285 -2.6002  0.007
C11 -0.9942 1.7747 -3.6083  0.001
C12 -1.6179 1.5159 -4.8208  0.001
C13 -2.2936 0.3182 -5.0030  0.000
C14 -2.3547 -0.6162 -3.9828  0.001
N5 1.2088 -2.6264 0.8112  0.005
N6 1.4575 -1.4474 0.1833  0.002
C15 2.6929 -1.5132 -0.3371  0.006
C16 3.2758 -2.7182 0.0492  0.001
C17 2.3008 -3.4038 0.7563  0.006
C18 2.3471 -4.7702 1.3472  0.001
C19 3.1896 -0.5201 -1.2898  0.004
C20 2.2962 0.0836 -2.1681  0.007
C21 2.7408 0.9869 -3.1216  0.001
C22 4.0917 1.2856 -3.2037  0.002
C23 4.9930 0.6668 -2.3442  0.002
C24 4.5485 -0.2378 -1.3970  0.001
C25 -0.9322 1.2932 3.9066  -0.001
C26 -1.1000 1.5773 5.2167  0.006
C27 -1.3861 2.9051 5.7097  0.000
C28 -1.4845 3.9562 4.8866  0.004
C29 -1.1100 3.8098 3.4811  0.001
C30 -0.8251 2.4264 2.9779  0.002
H1 -1.7429 -3.7520 5.0365  0.000
H2 -0.4711 -4.3552 3.9690  0.001
H3 -2.1224 -4.1986 3.3706  0.001
H4 -1.6749 -1.1139 5.3180  0.000
H5 -0.3696 -4.0670 1.5514  0.000
H6 -3.1526 -2.9433 -2.4847  0.000
H7 -3.1425 -5.1120 -0.8987  0.000
H8 -2.9604 -4.6157 0.7846  0.000
H9 -1.6013 -5.3529 -0.0687  0.000
H10 -0.5424 1.0676 -1.6745  0.003
H11 -0.4678 2.7055 -3.4424  0.000
H12 -1.5753 2.2434 -5.6205  0.000
H13 -2.7792 0.1096 -5.9467  0.000
H14 -2.8825 -1.5459 -4.1460  0.000
H15 4.2508 -3.0836 -0.2220  0.000
H16 3.3348 -5.1987 1.1969  0.000
H17 1.6122 -5.4262 0.8807  0.000
H18 2.1430 -4.7430 2.4176  0.000
H19 1.2569 -0.2277 -2.1838  0.002
H20 2.0353 1.4280 -3.8147  0.000
H21 4.4467 1.9877 -3.9464  0.000
H22 6.0477 0.8972 -2.4101  0.000
H23 5.2512 -0.6941 -0.7121  0.000
H24 -1.0977 0.7790 5.9463  0.000
H25 -1.6119 3.0137 6.7619  0.000
H26 -1.8459 4.9146 5.2340  0.000
H27 -1.4621 4.5525 2.7722  0.000
H28 -1.0194 2.2674 1.9338  0.001
F1 2.1533 1.5653 4.0010  0.001
C31 3.0533 2.2208 3.2822  -0.001
F2 4.2620 1.8350 3.6507  0.000
F3 2.9350 3.5231 3.4684  0.000
S1 2.8482 1.8210 1.4485  0.004
O1 1.6213 0.9491 1.4661  0.025
O2 4.0556 1.1539 1.1167  0.002
N7 2.5984 3.1021 0.6262  0.003
S2 1.0793 3.6139 0.3237  0.007
O3 0.2212 3.3607 3.2245  0.000
O4 0.2467 2.4627 -0.1967  0.025
C32 1.5596 4.4761 -1.2570  0.001
F4 0.4244 4.8839 -1.8302  0.000
F5 2.3009 5.5262 -0.9464  0.001
F6 2.2088 3.6873 -2.0920  0.000
Cl1 -3.6193 4.2701 -2.4791  0.000
C33 -4.4205 2.9911 -3.3430  0.000
C34 -4.6912 3.1614 -4.6878  0.000
C35 -5.3320 2.1504 -5.3858  0.000
C36 -5.6404 0.9606 -4.7477  0.000
C37 -5.3272 0.7941 -3.4092  0.000
Cl2 -5.6084 -0.7508 -2.6757  0.000
C38 -4.7642 1.8252 -2.6508  0.000
N8 -4.5337 1.7043 -1.2805  0.000
C39 -5.5738 1.5022 -0.3509  0.000
C40 -6.9128 1.4649 -0.7292  0.000
C41 -7.8998 1.2121 0.2086  0.000
C42 -7.5712 1.0118 1.5405  0.000
C43 -6.2420 1.0943 1.9222  0.000
C44 -5.2396 1.3472 0.9962  0.000
C45 -3.8102 1.4886 1.4409  -0.001
C46 -2.9147 0.3699 0.9480  0.006
O5 -3.1565 -0.7967 1.0713  0.011
O6 -1.7703 0.8382 0.3886  0.017
H29 -4.4175 4.0890 -5.1708  0.000
H30 -5.5746 2.2835 -6.4310  0.000
H31 -6.1071 0.1451 -5.2824  0.000
H32 -3.7615 2.2628 -0.9496  0.000
H33 -7.1849 1.6334 -1.7623  0.000
H34 -8.9337 1.1782 -0.1084  0.000
H35 -8.3390 0.8097 2.2742  0.000
H36 -5.9701 0.9674 2.9636  0.000
H37 -3.7828 1.4386 2.5332  0.000
H38 -3.3784 2.4500 1.1512  0.000